No. 1
DFT (the ωB97M-V functional and the def2-TZVPD basis) results for a 2-piece molecular cluster, C5H13N2O overall.

Each line ends with the natural charge from an NBO analysis.
Cartesian coordinates (Å):
C: 2.716 0.330 0.299  -0.2320
C: 1.775 0.656 -0.803  -0.2564
C: -1.882 0.974 -0.504  -0.6124
C: -1.909 -0.228 0.294  -0.2329
C: 0.106 -1.557 0.557  0.5867
N: -0.972 -1.166 -0.157  -0.5717
N: 1.251 0.314 0.465  -0.6070
O: 0.987 -2.379 0.116  -0.6093
H: 3.007 -0.797 0.421  0.2217
H: 3.306 1.075 0.680  0.2254
H: 1.618 1.682 -1.230  0.2415
H: 1.609 -0.263 -1.502  0.1873
H: -0.859 1.252 -0.626  0.2046
H: -2.269 0.659 -1.443  0.2133
H: -2.419 1.837 -0.205  0.2484
H: -1.733 0.075 1.298  0.2114
H: -2.870 -0.786 0.386  0.2205
H: 0.268 -1.292 1.603  0.2325
H: -1.314 -1.679 -0.997  0.4278
H: 0.774 1.052 0.939  0.3846
H: 0.787 -2.855 -0.678  0.5159

As for the gap between HOMO and LUMO: 10.82 eV. The net charge is +1. As for the LUMO energy: -3.089 eV. For the relative energy (zero: lowest compared OMol25 entry of this formula, charge and spin), the calculation gives 86.9 kcal/mol.



No. 2
DFT (the ωB97M-V functional and the def2-TZVPD basis) results for an isolated ion of composition C5H13N2O and charge +2.

Each line ends with the Mulliken spin population.
Cartesian coordinates (Å):
N: 1.009 -0.560 2.108  -0.0034
C: 0.972 0.229 0.832  -0.0034
C: 0.572 1.702 1.030  -0.0058
C: -0.285 -0.401 0.123  -0.1040
N: -0.438 -0.099 -1.161  0.5714
C: -1.517 -0.771 -1.830  0.0177
C: 0.501 0.787 -1.972  -0.0060
O: -1.085 -1.124 0.806  0.3805
H: 1.938 -0.502 2.541  0.0002
H: 0.823 -1.511 1.752  -0.0012
H: 0.235 -0.233 2.568  -0.0005
H: 1.938 0.117 0.251  -0.0015
H: 1.504 2.189 1.348  0.0017
H: -0.274 1.663 1.766  -0.0018
H: 0.214 2.266 0.117  0.0030
H: -2.564 -0.364 -1.589  0.0555
H: -1.441 -1.831 -1.627  0.0260
H: -1.356 -0.611 -2.913  0.0074
H: -0.041 1.749 -2.182  0.0349
H: 0.977 0.265 -2.928  0.0224
H: 1.271 1.130 -1.278  0.0068

As for the gap between HOMO and LUMO (alpha / beta): 12.49 / 7.39 eV. Its spin multiplicity is 2. The net charge is +2. As for the LUMO energy (alpha / beta): -8.115 / -13.062 eV. For the relative energy (zero: lowest compared OMol25 entry of this formula, charge and spin), the calculation gives 56.0 kcal/mol.



No. 3
DFT (the ωB97M-V functional and the def2-TZVPD basis) results for an isolated ion of composition C5H13N2O and charge +2.

Each line ends with the Mulliken spin population.
Cartesian coordinates (Å):
N: 1.075 -1.116 1.434  0.0045
C: -0.422 -1.138 1.568  0.0792
C: -1.210 -0.635 0.277  -0.0236
N: -0.558 0.419 -0.466  0.7455
C: -1.044 1.785 -0.306  -0.0028
C: 0.199 0.186 -1.685  0.0051
C: 1.685 0.542 -1.476  0.0547
O: 2.176 0.638 -0.406  0.0055
H: 1.459 -1.710 2.157  -0.0009
H: 1.485 -0.171 1.559  0.0022
H: 1.385 -1.425 0.512  0.0018
H: -0.697 -2.154 1.744  -0.0062
H: -0.720 -0.495 2.365  -0.0034
H: -1.440 -1.485 -0.336  0.0083
H: -2.100 -0.190 0.686  0.0160
H: -2.046 1.772 0.133  0.0179
H: -0.990 2.302 -1.237  0.0197
H: -0.442 2.372 0.410  0.0609
H: -0.161 0.728 -2.564  0.0142
H: 0.093 -0.860 -1.959  -0.0004
H: 2.274 0.632 -2.412  0.0018

As for the gap between HOMO and LUMO (alpha / beta): 11.55 / 7.25 eV. Its spin multiplicity is 2. The net charge is +2. As for the LUMO energy (alpha / beta): -7.417 / -11.769 eV. For the relative energy (zero: lowest compared OMol25 entry of this formula, charge and spin), the calculation gives 33.4 kcal/mol.



No. 4
DFT (the ωB97M-V functional and the def2-TZVPD basis) results for C5H13N2O as an isolated structure.

Each line ends with the Mulliken spin population.
Cartesian coordinates (Å):
C: -0.725 -1.903 0.734  0.0067
O: 0.245 -2.435 1.630  0.0015
C: 0.019 -0.760 0.064  -0.0081
C: -0.962 0.133 -0.705  0.0567
C: -0.188 1.360 -0.999  0.2595
C: -0.602 2.687 -0.832  0.4827
N: 1.204 1.128 -1.313  0.0782
N: 0.680 0.170 0.988  0.0191
H: -1.558 -1.558 1.355  -0.0003
H: -1.103 -2.622 0.008  0.0010
H: -0.014 -3.344 1.818  0.0005
H: 0.820 -1.119 -0.582  -0.0029
H: -1.477 -0.308 -1.571  0.0391
H: -1.739 0.611 -0.091  0.0060
H: -0.037 3.617 -0.843  0.0163
H: -1.660 2.841 -0.616  0.0238
H: 1.761 1.943 -1.572  -0.0074
H: 1.205 0.808 -0.102  0.0151
H: 1.340 0.411 -2.028  0.0056
H: 0.106 0.642 1.677  0.0068
H: 1.502 -0.261 1.404  0.0001

As for the gap between HOMO and LUMO (alpha / beta): 8.31 / 4.51 eV. Its spin multiplicity is 2. The net charge is +2. As for the LUMO energy (alpha / beta): -9.577 / -13.366 eV. For the relative energy (zero: lowest compared OMol25 entry of this formula, charge and spin), the calculation gives 75.8 kcal/mol.



No. 5
DFT (the ωB97M-V functional and the def2-TZVPD basis) results for a 2-piece molecular cluster, C5H13N2O2 overall.

Each line ends with the natural charge from an NBO analysis.
Cartesian coordinates (Å):
C: -0.801 -0.215 -0.049  0.6857
C: 3.001 -0.203 -0.785  -0.6164
C: -3.113 -0.748 -0.902  -0.4748
C: 1.504 -0.530 -1.208  -0.3695
C: 0.631 0.109 -0.007  -0.1677
N: -1.777 -0.529 -0.557  -0.2558
N: 1.040 0.004 1.435  -0.8358
O: -1.681 2.228 1.694  -0.4550
O: -1.327 0.845 1.747  -0.4836
H: 3.578 -0.695 -1.578  0.2454
H: 3.332 -0.681 0.078  0.2097
H: 3.134 0.918 -0.699  0.2243
H: -3.476 -1.763 -0.415  0.2650
H: -3.312 -0.826 -1.950  0.2596
H: -3.901 -0.109 -0.488  0.2609
H: 1.197 -1.629 -1.351  0.2265
H: 1.302 0.024 -2.034  0.2190
H: 0.476 1.169 -0.341  0.2712
H: 1.865 0.434 1.736  0.4010
H: 1.368 -0.974 1.572  0.3867
H: -0.382 0.774 2.132  0.5156
H: -2.659 2.399 1.971  0.4879

As for the gap between HOMO and LUMO: 10.43 eV. The net charge is +1. As for the LUMO energy: -3.406 eV. For the relative energy (zero: lowest compared OMol25 entry of this formula, charge and spin), the calculation gives 139.8 kcal/mol.



No. 6
DFT (the ωB97M-V functional and the def2-TZVPD basis) results for one molecule with the formula C5H13N2O2P.

Each line ends with the natural charge from an NBO analysis.
Cartesian coordinates (Å):
C: -2.556 -0.409 0.612  -0.2782
C: -1.857 -1.605 1.280  -0.2634
C: -0.260 0.094 0.780  0.2157
C: 1.089 2.143 -0.426  -0.9703
C: 2.101 -0.742 -0.176  -0.9934
N: -1.467 0.671 0.632  -0.6115
N: -0.467 -1.174 1.228  -0.6046
O: 2.054 0.379 -2.336  -1.0161
O: -0.218 -0.168 -1.727  -1.1394
P: 1.000 0.354 -1.087  2.0914
H: -2.616 -0.538 -0.528  0.2414
H: -3.382 0.075 1.214  0.2217
H: -1.978 -1.733 2.319  0.1973
H: -1.762 -2.539 0.712  0.2164
H: 0.130 2.647 -0.368  0.2188
H: 1.659 2.655 -1.239  0.2264
H: 1.635 2.147 0.595  0.2490
H: 2.630 -0.094 0.570  0.2360
H: 1.525 -1.417 0.303  0.2124
H: 2.864 -1.143 -0.944  0.2524
H: -1.730 1.481 0.016  0.4140
H: 1.455 0.694 -3.085  0.4882
H: 0.150 -1.782 1.655  0.3956

As for the gap between HOMO and LUMO: 9.51 eV. As for the LUMO energy: 0.797 eV. For the relative energy (zero: lowest compared OMol25 entry of this formula, charge and spin), the calculation gives 73.0 kcal/mol.



No. 7
DFT (the ωB97M-V functional and the def2-TZVPD basis) results for an isolated ion of composition C5H13N2O3 and charge +1.

Each line ends with the natural charge from an NBO analysis.
Cartesian coordinates (Å):
C: -1.851 -0.287 0.156  0.7183
C: -3.082 0.000 -0.478  -0.7395
C: 1.104 2.024 0.203  -0.6290
C: 0.371 0.694 0.586  -0.0795
C: 1.275 -0.454 -0.094  0.6926
N: -0.887 0.731 -0.026  -0.6021
N: 0.971 -1.788 0.756  -0.7756
O: -1.579 -1.248 0.945  -0.6786
O: 2.585 -0.332 0.144  -0.7181
O: 1.038 -0.547 -1.457  -0.7193
H: -3.202 0.993 -0.798  0.2459
H: -3.242 -0.735 -1.346  0.2746
H: -3.952 -0.312 0.134  0.2854
H: 1.258 2.017 -0.878  0.2194
H: 0.450 2.970 0.328  0.2481
H: 2.015 2.190 0.733  0.2448
H: 0.342 0.355 1.584  0.2212
H: -0.939 1.241 -0.886  0.4107
H: -0.083 -1.918 0.894  0.4828
H: 1.424 -1.655 1.739  0.4459
H: 1.466 -2.585 0.389  0.4250
H: 3.056 -0.069 -0.666  0.5153
H: 1.461 -1.284 -1.962  0.5116

As for the gap between HOMO and LUMO: 10.61 eV. As for the SMILES: CC(=O)N[C@H](C)C([NH3+])(O)O. The net charge is +1. As for the LUMO energy: -3.204 eV. For the relative energy (zero: lowest compared OMol25 entry of this formula, charge and spin), the calculation gives 26.9 kcal/mol.



No. 8
DFT (the ωB97M-V functional and the def2-TZVPD basis) results for C5H13N2OP as an isolated structure.

Each line ends with the natural charge from an NBO analysis.
Cartesian coordinates (Å):
C: 1.731 -0.665 2.554  -0.5668
C: 0.835 0.252 2.184  0.1834
C: 0.151 1.163 3.182  -0.6428
C: -1.844 0.519 -3.083  -0.2435
C: 0.272 0.114 -2.177  -0.4042
N: 0.102 -2.121 -0.771  -1.1541
N: 0.523 0.560 0.899  -0.8487
O: -1.116 -0.019 -2.008  -0.5595
P: 1.194 -0.871 -0.894  1.1151
H: 2.190 -1.304 1.819  0.1811
H: 2.044 -0.768 3.575  0.1952
H: 0.335 2.201 2.903  0.2154
H: 0.532 0.993 4.184  0.2156
H: -0.927 1.001 3.176  0.2057
H: -1.626 1.585 -3.216  0.1719
H: -2.898 0.389 -2.846  0.1980
H: -1.608 -0.010 -4.014  0.1688
H: 0.579 -0.269 -3.167  0.1945
H: 0.591 1.163 -2.105  0.2091
H: 0.269 -2.797 -0.041  0.4058
H: -0.877 -1.888 -0.880  0.4087
H: -0.452 0.774 0.727  0.3515

As for the gap between HOMO and LUMO: 7.85 eV. As for the LUMO energy: 0.680 eV. For the relative energy (zero: lowest compared OMol25 entry of this formula, charge and spin), the calculation gives 69.2 kcal/mol.